Entry 1:
Entry from the OMol25 dataset: C37H58BBrHfN10Sb as an isolated structure (the ωB97M-V functional and the def2-TZVPD basis).

Each line ends with the Mulliken charge.
Atoms and positions in Å:
Hf  -0.00049  -0.12681  -0.30966  -0.09
C  -1.97979  2.12259  2.32544  -1.35
C  -1.74839  1.04679  3.38314  0.79
C  -3.07059  0.35449  3.74144  -1.58
C  -0.71879  0.01189  3.04914  -0.37
C  -0.09299  -0.74111  4.04804  -1.66
C  0.78491  -1.56941  3.39514  -0.26
N  0.70121  -1.33571  2.07664  1.06
N  -0.24409  -0.37071  1.84094  0.80
B  1.48311  -2.14091  1.01374  -0.10
N  2.44741  -1.29751  0.16344  0.27
C  3.76851  -1.54171  0.16834  -0.37
C  4.40001  -0.56641  -0.55526  -1.63
C  3.39201  0.29639  -0.99296  -0.18
N  2.18541  -0.16511  -0.57916  0.75
C  3.78521  1.52669  -1.75526  0.71
C  2.71901  2.12539  -2.66656  -0.82
C  4.35311  2.58589  -0.79596  -1.73
N  0.50301  -2.91391  0.13884  0.19
C  0.40871  -4.25161  0.17914  -0.60
C  -0.55879  -4.64731  -0.70396  -1.55
C  -1.04849  -3.47471  -1.28966  -0.29
N  -0.38939  -2.39751  -0.77406  0.49
C  -2.05229  -3.56091  -2.40186  1.10
C  -2.91029  -2.32441  -2.63636  -0.07
C  -2.98419  -4.76731  -2.20316  -1.91
H  -2.43269  2.98949  2.80054  0.63
H  -1.04789  2.43659  1.85254  0.12
H  -2.67479  1.76479  1.57104  0.15
H  -1.37419  1.53789  4.28904  0.71
H  -3.49299  -0.14721  2.87214  0.23
H  -2.91799  -0.37481  4.52874  0.46
H  -3.78029  1.09319  4.09964  0.47
H  -0.26519  -0.67141  5.10044  0.70
H  1.45601  -2.29581  3.80574  0.62
H  2.13431  -2.92241  1.60574  -0.03
H  4.18291  -2.38721  0.67774  0.60
H  5.44781  -0.47621  -0.75796  0.68
H  4.63231  1.20909  -2.37336  0.69
H  1.71821  1.94359  -2.27326  -0.23
H  2.86891  3.19709  -2.76576  0.43
H  2.79881  1.69389  -3.65756  0.08
H  3.58221  3.00279  -0.15206  0.33
H  5.13971  2.16549  -0.17496  0.45
H  4.78561  3.39009  -1.38786  0.51
H  1.03271  -4.83911  0.81864  0.61
H  -0.85989  -5.65091  -0.91276  0.65
H  -1.46529  -3.75401  -3.30786  0.36
H  -3.80629  -2.38201  -2.02636  0.38
H  -2.36309  -1.41571  -2.38836  -1.24
H  -3.22839  -2.27991  -3.67476  0.62
H  -3.36809  -4.80191  -1.18526  0.43
H  -3.82199  -4.67871  -2.88936  0.41
H  -2.48549  -5.70521  -2.42336  0.51
Br  -6.32339  -4.24541  1.50914  -0.06
C  -5.12549  -2.90661  0.92684  -0.63
C  -5.54339  -1.89051  0.06114  -0.54
C  -4.65129  -0.93211  -0.36166  -0.83
C  -3.31149  -0.93611  0.08144  0.28
C  -2.91119  -1.97021  0.94724  0.09
C  -3.79779  -2.93661  1.36094  -1.04
N  -2.36109  0.01769  -0.28106  1.95
C  -2.75429  1.16739  -0.76016  -0.98
C  -1.87149  2.28199  -0.96866  0.51
C  -2.42179  3.52519  -1.31736  -1.01
C  -1.61859  4.65049  -1.35046  -1.10
C  -0.26949  4.49799  -1.04796  -1.23
C  0.21561  3.23629  -0.74536  0.02
N  -0.54489  2.13049  -0.70506  0.90
H  -6.56419  -1.87071  -0.28836  0.51
H  -5.00369  -0.20391  -1.07626  0.29
H  -1.90499  -1.98791  1.33854  0.48
H  -3.49129  -3.71031  2.04634  0.61
H  -3.80749  1.38169  -0.91616  0.33
H  -3.47499  3.59589  -1.53166  0.63
H  -2.03069  5.62249  -1.57966  0.54
H  0.39591  5.34679  -1.03446  0.58
H  1.26501  3.10319  -0.52466  0.00
C  4.00731  2.96109  2.87954  -1.60
C  3.59421  1.52539  3.19064  1.16
C  2.75771  1.49179  4.47544  -1.45
C  4.83501  0.65169  3.36224  -1.59
N  2.87251  0.93749  2.04034  0.52
N  1.64271  1.57409  1.63044  -0.49
H  4.59531  3.34789  3.70534  0.53
H  3.14501  3.61749  2.76514  0.27
H  4.62451  3.00239  1.98794  0.24
H  3.37771  1.80809  5.30714  0.54
H  2.40511  0.48319  4.68274  0.24
H  1.90531  2.16859  4.42934  0.30
H  5.48361  1.07039  4.12364  0.47
H  5.38851  0.59929  2.43004  0.27
H  4.56401  -0.35491  3.66974  0.37
H  2.67871  -0.03151  2.27734  -0.29
H  1.95261  2.49099  1.29674  0.52
H  1.08871  1.78089  2.47494  -0.07
C  0.67351  1.19529  -5.05046  -1.68
Sb  -0.23479  0.09829  -3.42976  1.10
C  -2.18399  0.68849  -4.18486  -1.43
C  0.03081  -1.78771  -4.44026  -1.37
H  0.03121  1.02449  -5.90996  0.54
H  1.66001  0.80849  -5.28116  0.52
H  0.72741  2.26029  -4.85146  0.46
H  -2.40359  0.09429  -5.06896  0.52
H  -2.11299  1.73139  -4.48296  0.53
H  -2.98749  0.57309  -3.46326  0.28
H  0.75711  -1.63571  -5.23426  0.70
H  -0.90589  -2.11351  -4.88396  0.38
H  0.40881  -2.54751  -3.76126  0.30

Cartesian forces (eV/Å) of the 6 atoms listed first:
Hf 0.23 0.37 0.08
C 0.09 -0.08 0.24
C -0.23 0.16 -0.28
C 0.17 0.13 0.06
C 0.02 -0.20 0.43
C -0.10 0.17 -0.65

- Spin multiplicity: 1
- Frontier orbital gap: 0.2160 Eh
- E_HOMO: -15.80 eV
- Total charge: +3


Entry 2:
Entry from the OMol25 dataset: C37H58ClN4OPPdSi3 as an isolated structure (the ωB97M-V functional and the def2-TZVPD basis).

Each line ends with the Mulliken charge.
Atoms and positions in Å:
Pd  0.97832  -0.99438  0.35416  -0.03
C  0.37817  -0.59971  4.57739  -1.23
O  0.79353  -0.77506  3.25737  0.07
Si  2.43692  -0.69781  2.78402  1.03
C  3.00282  0.98061  3.47160  -1.24
C  3.21803  -1.95417  3.98898  -1.51
C  3.06051  -0.99779  1.11086  -0.45
Si  3.24044  0.42447  -0.04637  0.58
C  3.51961  0.00273  -1.87287  -0.96
C  4.95398  1.23358  0.35000  -1.49
C  2.16345  1.99914  -0.02426  -0.03
Si  2.88953  -2.72431  0.46270  1.24
C  4.64369  -3.50270  0.75010  -1.55
C  2.69425  -3.18587  -1.37919  -1.01
C  1.85748  -3.99558  1.47411  -1.14
H  0.60481  -1.47460  5.20130  0.29
H  -0.70679  -0.44869  4.58512  0.28
H  0.83616  0.27555  5.05381  0.32
H  2.89115  1.02608  4.55793  0.38
H  2.44459  1.81014  3.03697  0.14
H  4.05629  1.12969  3.23911  0.34
H  3.04150  -1.69349  5.03690  0.33
H  4.29638  -1.97546  3.81970  0.26
H  2.83878  -2.96250  3.82500  0.34
H  4.28916  -0.76358  -1.97936  0.15
H  3.88043  0.90898  -2.36890  0.34
H  2.61986  -0.33753  -2.38794  0.10
H  5.73654  0.47050  0.31660  0.23
H  4.96078  1.67241  1.34879  0.34
H  5.21223  2.02620  -0.36084  0.32
H  1.09902  1.76298  0.03722  -0.86
H  2.35348  2.56545  -0.94283  0.42
H  2.42208  2.64420  0.81922  0.43
H  5.40426  -2.91393  0.22797  0.29
H  4.71784  -4.54230  0.40895  0.32
H  4.88078  -3.47466  1.81702  0.29
H  3.57493  -2.88295  -1.94683  0.29
H  1.82005  -2.73825  -1.85555  -0.08
H  2.61587  -4.27605  -1.44816  0.40
H  2.51890  -4.66645  2.02919  0.42
H  1.24480  -4.60734  0.80653  0.38
H  1.18533  -3.51437  2.18562  0.05
Cl  -2.08336  -6.00846  -1.12912  -0.30
C  -1.88116  -4.65958  -0.03448  0.09
C  -2.52325  -4.65849  1.18934  -0.46
C  -2.33174  -3.56317  2.01788  -1.11
C  -1.51067  -2.53089  1.58560  -0.62
N  -0.89133  -2.55983  0.41037  1.50
C  -1.06719  -3.59761  -0.39714  -0.76
H  -3.15137  -5.49060  1.47853  0.44
H  -2.81095  -3.50782  2.98674  0.45
H  -1.31601  -1.64258  2.17724  0.41
H  -0.55047  -3.56650  -1.34963  0.25
C  0.26165  -1.97916  -5.03143  -1.78
C  -0.40815  -0.65058  -4.69314  1.91
C  0.01595  0.41612  -5.70036  -1.74
C  -1.93510  -0.81073  -4.71824  -1.70
N  0.08045  -0.20332  -3.38833  0.06
N  -0.36051  -1.05992  -2.33183  1.33
H  -0.09650  -2.35318  -5.99420  0.49
H  0.04374  -2.71305  -4.25739  0.18
H  1.34392  -1.85208  -5.07566  0.34
H  -0.19585  0.09012  -6.72072  0.42
H  1.08466  0.60818  -5.60158  0.39
H  -0.52020  1.35151  -5.52488  0.31
H  -2.29134  -1.03899  -5.72654  0.48
H  -2.41906  0.10892  -4.38084  0.27
H  -2.24167  -1.62074  -4.05678  0.32
H  -0.23995  0.74983  -3.21713  -0.12
H  0.21732  -0.84638  -1.49552  -0.87
H  -1.27572  -0.74415  -1.99443  0.14
N  -1.13110  0.36406  0.33644  0.24
P  -1.90584  1.66169  0.38704  0.20
C  -1.32037  2.97241  1.55700  0.69
C  -1.47713  4.34706  1.41344  -0.37
C  -0.97711  5.22293  2.37078  -0.79
C  -0.31416  4.72793  3.48347  -0.57
C  -0.14153  3.35613  3.63043  -0.33
C  -0.63242  2.48718  2.66905  -0.30
C  -2.10387  2.63931  -1.17700  0.34
C  -3.25293  2.58460  -1.96077  -0.62
C  -3.28751  3.16750  -3.22249  -0.68
C  -2.16631  3.81477  -3.72044  -0.43
C  -1.00819  3.86943  -2.95245  -0.75
C  -0.97776  3.28153  -1.69754  -0.12
C  -3.68083  1.51365  0.93578  -0.06
C  -4.51410  2.57315  1.28220  -0.29
C  -5.81409  2.34350  1.71277  -0.69
C  -6.29526  1.04319  1.80259  -0.39
C  -5.47056  -0.02081  1.46056  -0.61
C  -4.17144  0.21651  1.03250  -0.49
H  -1.98884  4.74467  0.54370  0.37
H  -1.09575  6.29291  2.24003  0.37
H  0.08551  5.40968  4.22514  0.37
H  0.40181  2.96509  4.48161  0.34
H  -0.45143  1.41635  2.73207  -0.05
H  -4.13132  2.07462  -1.58162  0.35
H  -4.18919  3.10637  -3.82147  0.35
H  -2.18803  4.26304  -4.70699  0.36
H  -0.12175  4.35833  -3.33915  0.37
H  -0.06259  3.29853  -1.11439  0.27
H  -4.14182  3.58981  1.22165  0.30
H  -6.45138  3.17752  1.98524  0.38
H  -7.30809  0.86188  2.14247  0.35
H  -5.83971  -1.03773  1.53208  0.40
H  -3.49102  -0.58676  0.76875  0.35

Cartesian forces (eV/Å) of the 6 atoms listed first:
Pd -0.37 0.21 0.59
C -0.02 -0.07 0.00
O -0.06 0.02 -0.14
Si 0.47 -0.13 0.18
C -0.07 -0.03 -0.05
C 0.04 0.10 0.01

- Spin multiplicity: 1
- Frontier orbital gap: 0.1742 Eh
- E_HOMO: -0.56 eV
- Total charge: -2


| no. | F_max (eV Å⁻¹) | lowest unoccupied orbital energy (eV) | E (Ha) |
| --- | --- | --- | --- |
| 1 | 2.39 | -9.92 | -4878.6187 |
| 2 | 1.12 | 4.18 | -3536.9189 |